Entry P
Density functional theory data (the ωB97M-V functional and the def2-TZVPD basis) for an isolated ion of composition C12H19N2 and charge +1.

Output
- molar mass (g/mol) = 191.298
- SMILES = CC[C@H]1C[N@@H+]1C1=CC=C(C)[C@H]2C[C@@]12N

Structure (ORCA input):
```
! RIJCOSX wB97M-V def2-TZVPD def2/J DEFGRID3
* xyz 1 1
C 2.18993 -1.58698 -0.43804
C 0.81214 -1.50308 -0.80133
C 2.97098 -0.73026 0.28211
C 0.17257 -0.35442 -0.73390
C 2.25479 1.52509 -0.80992
C -2.08498 0.15385 -1.96392
C 2.58767 0.65905 0.44669
C -2.51728 -0.60077 -0.78681
C 1.17332 1.02796 -0.00557
C 4.39761 -1.02471 0.31055
C -3.35434 -0.07454 1.66012
C -3.53738 0.13053 0.15498
N -1.19879 0.06703 -0.83080
N 0.09610 1.82746 0.59706
H 2.67865 -2.51296 -0.56161
H 0.31973 -2.52186 -1.00534
H 2.43339 2.68423 -0.84371
H 2.69945 1.27434 -1.78274
H -1.70331 -0.38107 -2.85188
H -2.44758 1.17156 -2.14324
H 2.94978 1.28471 1.18723
H -2.57953 -1.63128 -0.62490
H 4.97067 -0.29606 -0.27501
H 4.60726 -2.04976 -0.06361
H 4.85297 -0.90425 1.32111
H -2.28277 0.29408 1.83118
H -3.58010 -1.15361 1.97715
H -4.13554 0.53565 2.22939
H -3.42629 1.15947 -0.26186
H -4.58523 -0.10560 -0.29177
H 0.09315 2.81585 0.37944
H -0.11003 1.73080 1.65320
H -1.18199 0.98380 -0.22323
*
```

Entry Q
Density functional theory data (the ωB97M-V functional and the def2-TZVPD basis) for an isolated ion of composition C12H19N2 and charge +1.

Output
- molar mass (g/mol) = 191.298
- SMILES = NC[C@@H]1CCC[N@@H+]1C1C=CC=CC=C1

Structure (ORCA input):
```
! RIJCOSX wB97M-V def2-TZVPD def2/J DEFGRID3
* xyz 1 1
C -0.35769 -0.28902 -0.79558
C -1.12016 0.97549 -1.05448
C -2.43849 1.24464 -1.14151
C -3.57331 0.39626 -1.08032
C -3.57220 -0.97093 -1.01556
C -2.44322 -1.82580 -0.99186
C -1.11591 -1.57141 -0.94299
H 0.49082 -0.29491 -1.50157
H -0.44691 1.82926 -1.20974
H -2.69953 2.30259 -1.30303
H -4.54253 0.89780 -1.10538
H -4.54365 -1.46924 -1.00628
H -2.70857 -2.89319 -0.99484
H -0.46564 -2.45729 -0.99590
N 1.21687 2.59932 -0.77913
C 2.10749 1.54372 -0.31922
C 1.50036 0.69789 0.79735
C 2.55143 -0.21814 1.41725
C 1.85290 -1.46030 1.95820
C 0.50808 -1.56830 1.25952
N 0.28348 -0.24502 0.50139
H 0.97089 3.23991 -0.02290
H 1.64082 3.12432 -1.54029
H 2.45110 0.91270 -1.15866
H 3.00857 2.00987 0.12865
H 1.12100 1.39075 1.56754
H 3.27945 -0.50539 0.64325
H 3.11778 0.32360 2.18794
H 2.44575 -2.35888 1.76884
H 1.71122 -1.41969 3.03950
H 0.49583 -2.41990 0.57893
H -0.31577 -1.67619 1.97800
H -0.41023 0.15550 1.13287
*
```

Most stable structure - entry Q; separation to the second - 67.1 kcal/mol.

Entry P
Density functional theory data (the ωB97M-V functional and the def2-TZVPD basis) for C2H22AgBF6NO13S2 as an isolated structure.

Output
- molar mass (g/mol) = 564.994

Structure (ORCA input):
```
! RIJCOSX wB97M-V def2-TZVPD def2/J DEFGRID3
* xyz 0 2
Ag 16.40780 1.86892 -14.04092
C 16.34141 5.03316 -11.37467
F 15.31351 4.72241 -12.18136
F 16.82380 6.20581 -11.77432
F 15.96543 5.10670 -10.12380
S 17.69736 3.74288 -11.60600
O 18.44496 4.14834 -12.74767
O 18.39620 3.65518 -10.37439
N 16.79591 2.34563 -11.99573
S 16.13990 1.58396 -10.77183
O 16.03874 2.29976 -9.54502
O 14.94878 0.93246 -11.23482
C 17.36058 0.23018 -10.44640
F 18.56208 0.75457 -10.23542
F 17.00444 -0.48971 -9.39776
F 17.43974 -0.57099 -11.52583
B 18.64239 1.56609 -14.96099
H 18.05167 2.40376 -15.59156
H 18.78963 1.92022 -13.82208
H 18.07851 0.51221 -15.09421
H 19.73383 1.53062 -15.44261
O 22.68226 2.31079 -16.10622
H 22.34839 1.71695 -16.78461
H 21.89584 2.75088 -15.76105
O 18.21221 4.90786 -16.68339
H 18.47754 5.14014 -17.57662
H 19.01696 5.01804 -16.14122
O 16.75126 -1.34445 -17.56658
H 17.16242 -2.17061 -17.83559
H 17.48925 -0.78166 -17.29904
O 15.53147 1.31193 -16.14840
H 14.97358 0.55044 -16.34148
H 15.44233 1.90083 -16.90477
O 18.76447 1.30176 -18.01249
H 18.78213 1.32056 -17.04221
H 18.12897 1.98137 -18.25158
O 20.69462 -0.50445 -13.87951
H 20.08872 0.14368 -14.26985
H 20.14716 -1.03115 -13.29115
O 16.38818 4.03905 -14.73582
H 15.96085 4.84272 -14.42511
H 17.10231 4.31041 -15.34428
O 20.37383 4.17714 -15.24337
H 20.72061 4.25038 -14.34757
H 19.82970 3.36987 -15.23055
O 15.75046 -0.26392 -13.70570
H 16.25661 -1.07245 -13.57413
H 14.85912 -0.54155 -13.93880
*
```

Entry Q
Density functional theory data (the ωB97M-V functional and the def2-TZVPD basis) for C2H22AgBF6NO13S2 as an isolated structure.

Output
- molar mass (g/mol) = 564.994

Structure (ORCA input):
```
! RIJCOSX wB97M-V def2-TZVPD def2/J DEFGRID3
* xyz 0 2
Ag 0.59263 0.06086 1.37435
C 4.76618 1.75898 1.61367
F 5.31241 0.62098 1.11512
F 4.36185 1.50579 2.85992
F 5.78873 2.68341 1.60760
S 3.28149 2.35524 0.48359
O 2.55385 3.26892 1.30950
O 3.90023 3.02426 -0.63406
N 2.29682 0.89488 0.21476
S 2.98544 0.33003 -1.05724
O 4.40319 0.54287 -1.36490
O 2.72540 -1.10128 -1.16683
C 1.97465 1.01161 -2.53938
F 0.72713 1.32742 -2.11457
F 2.51823 2.12518 -2.87850
F 2.03956 0.22102 -3.51497
B -1.07906 -0.33312 -0.27295
H -0.14979 -0.69985 -0.68061
H -1.81168 -0.51606 -1.04369
H -1.24566 -0.93018 0.61022
H -1.09796 0.71224 -0.00624
O -3.67929 -0.29079 1.10764
H -4.00038 -0.34279 0.20740
H -2.74084 -0.46614 1.03821
O -1.85043 2.58127 -1.55803
H -1.63859 1.87424 -0.94854
H -1.98319 2.14218 -2.39815
O -3.74202 1.03627 -2.92005
H -4.65956 0.86164 -2.71061
H -3.26985 0.27481 -2.58321
O -2.30275 -3.72678 0.23091
H -1.46466 -3.78072 -0.22836
H -2.86190 -3.21079 -0.34988
O -0.75333 -0.94335 3.05559
H -1.37189 -1.66810 3.14695
H -0.33869 -0.87190 3.91537
O -2.29448 -3.14868 2.99252
H -2.07237 -3.26320 2.06851
H -3.19916 -2.83607 2.98492
O -1.38859 -0.81267 -3.33160
H -1.10004 -0.46113 -2.48935
H -1.58549 -1.73223 -3.15307
O -0.25856 2.03624 1.83585
H -1.17112 2.27930 1.67969
H 0.18498 2.86686 2.00780
O 1.42412 -2.09113 0.98338
H 1.60010 -2.92021 1.42820
H 1.67437 -2.24931 0.07312
*
```

Most stable structure - entry P; separation to the second - 76.4 kcal/mol.

Entry P
Density functional theory data (the ωB97M-V functional and the def2-TZVPD basis) for a 2-piece molecular cluster, C6H6N2O2 overall.

Output
- molar mass (g/mol) = 138.126
- SMILES = O=c1cc[nH]c(=O)[nH]1.C#C

Structure (ORCA input):
```
! RIJCOSX wB97M-V def2-TZVPD def2/J DEFGRID3
* xyz 0 1
C -0.91079 -1.07515 -0.16756
C -0.41264 -1.82950 -1.29943
C 0.44265 -1.24042 -2.15233
C 0.63940 0.74919 -0.93235
C -0.16799 1.53968 2.74840
C -0.51979 1.68283 3.86340
H -0.38999 0.83104 0.71388
H -0.79008 -2.87820 -1.57062
H 0.65344 -1.69775 -3.10907
H 1.62465 0.49162 -2.67450
H 0.64255 1.27814 1.94951
H -1.06626 1.65677 4.87238
N -0.28917 0.23091 -0.13616
N 0.93390 0.00143 -2.04981
O -1.73360 -1.50989 0.63197
O 1.34371 1.76930 -0.68772
*
```

Entry Q
Density functional theory data (the ωB97M-V functional and the def2-TZVPD basis) for a 2-piece molecular cluster, C6H6N2O2 overall.

Output
- molar mass (g/mol) = 138.126

Structure (ORCA input):
```
! RIJCOSX wB97M-V def2-TZVPD def2/J DEFGRID3
* xyz 0 1
C -1.57248 0.03906 1.04783
C -1.49056 0.19070 -1.29269
C 0.98337 1.19458 -0.09341
C 2.42443 1.28949 0.20627
C -1.12236 -2.08687 -0.13105
C -1.23205 -0.60050 -0.16059
N -1.83959 0.53507 2.03400
N -1.85495 0.73931 -2.22255
O 0.25976 2.07957 -0.43510
O 0.65557 -0.07013 0.06249
H 2.53054 2.14022 0.85605
H 2.90770 1.59005 -0.67689
H 2.65723 0.45096 0.90189
H -2.05008 -2.28908 0.40568
H -0.84809 -2.66801 -1.04639
H -0.40845 -2.53443 0.54447
*
```

Most stable structure - entry P; separation to the second - 28.6 kcal/mol.

Entry P
Density functional theory data (the ωB97M-V functional and the def2-TZVPD basis) for C6H6N2O2 as an isolated structure.

Output
- molar mass (g/mol) = 138.126

Structure (ORCA input):
```
! RIJCOSX wB97M-V def2-TZVPD def2/J DEFGRID3
* xyz 0 1
C -1.25133 1.03080 0.02321
C 0.01667 1.84359 0.25208
C 1.22566 1.35868 -0.08450
C 0.15765 -0.57814 -1.27467
C 0.01792 -2.20648 1.01914
C -0.20499 -1.78426 2.24914
H -1.79382 -0.51713 -1.23856
H -0.06420 2.89265 0.56330
H 2.18944 1.84117 0.08672
H 2.08753 -0.10339 -1.26285
H 0.26791 -2.21746 -0.31993
H -0.47464 -1.43958 3.25967
N -1.04180 0.03198 -0.88660
N 1.26036 0.09991 -0.84507
O -2.35778 1.31125 0.51852
O -0.03459 -1.56359 -2.05958
*
```

Entry Q
Density functional theory data (the ωB97M-V functional and the def2-TZVPD basis) for a 2-piece molecular cluster, C6H6N2O2 overall.

Output
- molar mass (g/mol) = 138.126
- SMILES = O=c1cc[nH]c(=O)[nH]1.C#C

Structure (ORCA input):
```
! RIJCOSX wB97M-V def2-TZVPD def2/J DEFGRID3
* xyz 0 1
C 2.63908 -0.71802 -0.62269
C 3.63542 -0.16003 -1.05919
C 0.01481 -0.37345 1.04343
C -0.04121 0.98843 0.81356
C -1.12083 1.49646 0.17790
C -2.09368 -0.67675 -0.31993
H 1.98617 -1.41344 -0.13980
H 4.37766 0.31596 -1.61410
H -0.99252 -2.11899 0.60736
H 0.75191 1.74295 1.04549
H -1.30791 2.53781 0.04086
H -2.83687 1.21349 -1.00591
N -0.90575 -1.14150 0.41441
N -2.05261 0.71526 -0.47370
O 0.77108 -0.90350 1.85490
O -2.82474 -1.50467 -0.76257
*
```

Most stable structure - entry Q; separation to the second - 45.1 kcal/mol.